# C53H44As2N4O6PbSSe

A structure of composition C53H44As2N4O6PbSSe in a non-equilibrium geometry (ωB97M-V/def2-TZVPD, the Open Molecules 2025 dataset).

## Properties
relative energy (zero: lowest compared OMol25 entry of this formula, charge and spin): 8.2 kcal/mol
HOMO level: -0.26506 Ha
HOMO-LUMO gap: 7.54 eV
total charge: 0
molar mass: 1301.03 g/mol

XYZ file:
```
112
Properties=species:S:1:pos:R:3:forces:R:3
Pb -0.487758 -0.285317 -0.592407 -0.253 0.789 0.825
Se 2.632566 -1.016215 -2.159274 0.042 -1.152 0.179
As -0.135282 -2.202459 1.716949 0.065 -0.985 1.031
As 0.317088 2.675213 -1.534975 0.305 1.574 -0.334
S 0.366436 -2.758847 -1.631141 -0.332 -1.249 0.180
O 1.520510 0.096200 -1.937655 -1.471 0.728 0.084
O 1.951013 -2.471473 -1.269736 0.580 0.328 -0.081
O 2.715818 -1.476289 -3.648318 -0.209 -0.837 -2.282
O 1.990884 -0.459845 0.776566 -0.002 0.412 -0.073
O -2.615128 -1.155639 -0.152569 0.117 -0.256 -0.033
O 4.010624 -0.740714 -1.488888 1.884 0.134 1.281
N 2.536458 1.223297 2.181161 0.047 0.478 0.413
N -3.049017 -0.614196 -4.294700 -0.097 0.089 0.159
N -1.522980 -0.320247 -2.756961 -0.700 -0.038 -0.280
N -0.760087 0.916616 2.007053 0.130 0.178 -0.048
C 0.137279 -4.137685 -0.489168 0.049 0.497 -0.469
C -1.396219 1.728613 4.576289 0.020 -0.156 -0.131
C 4.541608 2.373699 -1.600968 0.037 0.084 0.053
C 2.388429 2.347826 -3.365672 0.339 0.100 0.413
C 2.742940 -1.614867 4.729916 0.024 0.052 0.093
C 0.186344 -5.410707 -1.049456 0.091 -0.041 -0.103
C 0.227343 4.654013 -1.279136 -0.096 -0.295 0.066
C 1.471800 -2.381697 2.825912 -0.036 0.171 -0.025
C -3.905076 -0.328868 -2.011562 -0.358 -0.002 0.422
C 2.198257 2.645431 -2.006775 0.168 -0.095 -0.211
C -1.232562 2.655382 -4.068870 -0.156 0.109 0.198
C -0.020533 -3.966808 0.880719 -0.008 -0.153 0.039
C -1.219135 -3.090592 4.398095 0.379 0.133 -0.032
C 0.102657 1.633005 2.715915 0.096 0.228 0.306
C -0.172762 2.053048 4.014827 -0.029 -0.109 -0.176
C -1.921248 0.583142 2.549132 -0.283 0.079 0.297
C -0.087942 -5.108671 1.675967 -0.023 0.138 0.121
C -5.159239 0.109979 -2.447380 0.023 0.023 0.063
C -1.308422 2.512390 -5.444171 -0.083 0.140 0.029
C -0.001854 -6.375004 1.130124 0.019 -0.024 -0.020
C -6.267182 0.090449 -1.631503 -0.202 0.015 -0.139
C 1.166697 2.352187 -4.167074 -0.458 0.045 0.029
C 3.271227 2.676605 -1.139189 -0.141 0.084 0.152
C 2.489383 -3.279880 2.533167 -0.081 -0.142 -0.170
C 0.617230 6.521222 0.205980 0.022 0.081 0.055
C -2.287244 0.972942 3.828484 0.000 0.045 0.026
C 3.725360 -2.552657 4.458948 0.023 -0.072 0.076
C 0.232518 7.402906 -0.790672 0.019 0.064 0.009
C 4.727476 2.024941 -2.926774 0.112 0.034 -0.021
C -6.136814 -0.399269 -0.337080 0.036 0.050 -0.004
C 0.609455 5.159944 -0.039526 -0.016 -0.311 0.044
C 1.074662 2.175472 -5.542822 0.096 -0.007 0.050
C -0.155540 2.263014 -6.171034 0.024 0.008 -0.107
C -4.912373 -0.812152 0.124572 0.065 0.014 0.140
C -0.006616 2.582886 -3.433617 0.011 -0.101 -0.240
C 2.830339 0.127849 1.437873 0.321 -0.100 0.206
C -0.902121 -0.499342 -3.958620 -0.012 -0.190 -0.501
C -1.469018 -2.785821 3.065778 0.067 0.139 -0.146
C 3.661871 2.020236 -3.810654 -0.042 0.115 -0.051
C 1.631341 -1.522707 3.910928 -0.320 0.074 -0.106
C -2.762556 -2.939962 2.577483 0.079 0.119 -0.234
C 1.364839 2.058645 2.006134 -0.142 -0.233 -0.242
C 0.128240 -6.531082 -0.241520 -0.063 0.004 0.001
C 3.603836 -3.373756 3.350972 0.041 -0.036 0.083
C -3.776911 -3.405138 3.393624 -0.106 0.003 0.000
C -3.517035 -3.711592 4.719243 -0.037 -0.041 0.040
C -1.836935 -0.683627 -4.925079 0.395 -0.093 -0.053
C -2.238501 -3.545692 5.220784 -0.013 0.004 0.077
C 4.268645 -0.299437 1.512590 -0.009 -0.178 -0.195
C -2.828350 -0.396289 -2.973741 0.203 -0.082 -0.111
C -3.741009 -0.775800 -0.667632 -0.432 0.123 -0.240
C -0.157319 5.548530 -2.268593 -0.058 -0.278 -0.174
C -0.152495 6.912747 -2.026984 -0.030 0.098 -0.014
H 5.709646 1.730249 -3.264621 0.064 -0.009 -0.073
H -1.648929 2.065278 5.571626 -0.032 -0.014 0.057
H 0.190715 -7.518695 -0.675810 -0.014 -0.029 -0.044
H 4.550915 -0.628508 0.513432 0.015 0.018 0.069
H -0.448312 7.598261 -2.808950 -0.031 0.019 -0.053
H 2.841067 -0.966274 5.589298 -0.015 0.083 0.039
H -2.031153 -3.772608 6.257059 0.043 -0.040 0.059
H 0.865011 -0.777600 4.112190 0.057 -0.044 0.090
H 4.580227 -2.642705 5.111234 0.124 0.006 0.052
H 2.422870 -3.908907 1.654453 -0.012 -0.034 0.035
H 3.826957 1.730679 -4.837313 -0.011 -0.030 -0.127
H -4.305382 -4.086979 5.354564 -0.080 0.002 0.072
H 0.550828 2.641729 4.557446 0.086 0.089 0.062
H 1.121144 2.077931 0.935213 0.110 0.114 0.238
H 3.110801 2.904950 -0.091926 0.070 -0.006 0.053
H 0.905262 4.472241 0.744436 0.003 0.064 0.033
H -3.255543 0.703392 4.216677 -0.115 -0.073 0.064
H -5.256744 0.509680 -3.448635 -0.006 0.019 -0.103
H 4.379046 -4.092005 3.127578 0.058 -0.054 -0.071
H 0.233347 8.466814 -0.601458 0.002 0.066 -0.007
H -0.459565 5.169571 -3.237251 0.016 0.075 -0.034
H 5.380425 2.367753 -0.919183 0.043 0.007 0.040
H -7.221030 0.443549 -1.992228 -0.062 0.042 -0.048
H -4.808044 -1.172230 1.137653 0.038 -0.074 0.130
H 1.961846 1.975639 -6.126096 0.078 0.001 -0.044
H -0.034362 -7.239163 1.777204 -0.026 -0.081 0.041
H 4.382585 -1.139848 2.194380 -0.076 0.003 0.076
H -6.998740 -0.441433 0.313767 -0.060 -0.002 0.066
H -2.263154 2.597789 -5.944693 -0.045 -0.035 -0.036
H 3.270721 1.591748 2.763615 -0.009 -0.056 -0.169
H 1.629046 3.061832 2.350312 0.026 -0.053 -0.161
H 4.910303 0.519617 1.825385 0.110 0.031 0.086
H -2.953927 -2.679493 1.543757 -0.125 -0.028 -0.066
H 0.163974 -0.471624 -4.041724 0.322 -0.019 -0.099
H -0.216203 2.140371 -7.242180 0.009 -0.022 -0.114
H -2.129412 2.823091 -3.482622 -0.063 -0.006 -0.046
H -4.774838 -3.525416 2.998561 -0.097 -0.023 -0.074
H -0.218436 -2.984059 4.801764 -0.065 -0.024 0.006
H 0.293947 -5.512063 -2.118206 0.044 0.010 -0.111
H -3.949709 -0.744824 -4.723272 0.049 -0.035 0.112
H -0.203341 -4.987201 2.746873 0.000 -0.095 -0.038
H 0.921601 6.899044 1.173205 0.007 -0.017 0.039
H -1.749346 -0.861122 -5.975913 0.049 0.004 -0.212
H -2.574027 -0.006537 1.917109 -0.114 -0.075 0.014
```
Forces are in eV/Å.

# C53H44AsF10N6O4PReS

A structure of composition C53H44AsF10N6O4PReS (ωB97M-V/def2-TZVPD, the Open Molecules 2025 dataset).

## Properties
relative energy (zero: lowest compared OMol25 entry of this formula, charge and spin): 0.0 kcal/mol
HOMO level (alpha / beta): -0.25630 / -0.25630 Ha
HOMO-LUMO gap (alpha / beta): 5.24 / 5.09 eV
total charge: 0
2S+1: 2
molar mass: 1343.12 g/mol

XYZ file:
```
121
Properties=species:S:1:pos:R:3:forces:R:3
Re -0.024891 -0.369247 -1.213638 -0.108 -0.869 0.290
As 2.177256 4.531973 2.581108 -0.019 -0.020 -0.066
S 2.111590 -9.674338 -0.068044 0.166 -0.092 0.110
P -0.233875 2.003884 -0.497331 -0.007 0.318 -0.048
F -3.842471 -1.825836 2.367561 -0.118 0.025 -0.009
F -0.160802 -3.906188 4.385108 0.057 -0.083 0.104
F -2.251854 -0.583009 0.717888 -0.024 0.163 0.110
F 0.284289 -3.042666 -4.989431 0.076 -0.084 0.035
F -2.850614 -3.524142 4.262043 -0.131 -0.097 0.139
F 1.462617 -2.761281 2.760906 0.189 0.085 -0.123
F -3.026861 -0.893183 -7.454230 -0.085 -0.003 -0.107
F -1.334662 -2.983583 -7.031466 -0.003 -0.088 -0.073
F -1.286502 1.246711 -3.695393 -0.151 -0.082 0.020
F -2.974010 1.211767 -5.717567 -0.051 0.066 -0.007
O 1.517070 -10.768664 0.667080 -0.068 0.032 -0.031
O 2.945583 -10.056643 -1.192634 -0.067 0.042 -0.048
O 2.649333 -8.605406 0.751267 -0.069 0.044 -0.036
O -1.832772 -0.698869 -1.743107 -0.055 0.279 -0.360
N -0.193379 -9.687664 -1.536651 0.032 0.028 0.039
N 0.638935 -7.572997 -0.906668 0.017 -0.078 0.022
N 0.506372 -0.784072 -3.135449 0.031 0.010 -0.235
N -0.109011 -2.699621 -1.286550 -0.092 0.088 -0.026
N 0.507609 -0.792741 0.696822 0.098 -0.048 0.173
N 2.221628 -0.108250 -1.344962 0.011 0.079 -0.015
C 1.952950 -0.790938 1.019847 -0.114 0.017 0.084
C 1.014263 5.646706 3.685896 -0.016 -0.011 0.032
C 0.833300 4.034802 1.206753 -0.020 -0.005 0.055
C -1.189433 -9.086077 -2.162947 -0.009 -0.004 0.007
C -0.364006 -6.980613 -1.544201 0.007 0.039 0.018
C -1.317236 -1.935556 -6.216357 0.027 0.047 0.058
C 0.665244 -3.523911 -0.562803 0.032 -0.006 0.067
C -2.535381 -2.046803 2.461753 0.089 0.041 0.001
C -1.394072 1.845368 2.028483 0.009 -0.093 -0.045
C -3.026429 0.043168 -1.805613 0.030 -0.005 0.052
C 0.173408 3.220761 -2.971620 0.100 0.062 0.050
C 0.171348 -2.443220 2.593998 -0.007 0.023 -0.021
C -0.354082 5.444089 3.868285 0.030 0.003 -0.009
C 1.223774 1.137916 4.999933 -0.026 0.016 -0.014
C -3.858174 2.869123 1.291774 0.010 -0.001 -0.004
C 3.381029 0.785190 4.009503 -0.003 -0.024 0.006
C -0.992136 5.633494 -2.278204 -0.002 -0.001 0.022
C 1.796758 -1.470505 -3.311574 -0.033 0.018 -0.006
C -0.372671 -0.869537 -4.223216 0.079 0.062 0.095
C -0.418239 3.352685 -1.717189 0.013 0.018 0.009
C -2.155821 0.175618 -5.545694 0.045 -0.036 0.014
C 0.882343 7.583515 5.129211 0.003 -0.012 -0.003
C 0.186252 4.278201 -3.868219 -0.002 0.015 0.005
C -1.269130 0.171533 -4.490565 -0.031 -0.076 -0.091
C 1.129461 2.693415 0.553709 -0.009 0.021 0.056
C -1.341236 -7.702675 -2.203506 0.015 -0.021 -0.002
C -1.001106 -3.281528 -2.099885 -0.038 -0.005 -0.010
C 2.170178 2.836528 3.566021 0.049 -0.014 0.030
C -0.475520 7.369435 5.305860 -0.014 -0.006 -0.001
C -1.092805 6.298047 4.673831 0.007 0.019 0.014
C -0.326763 -5.494955 -1.470760 0.001 -0.021 -0.012
C -2.399499 1.972619 2.971291 -0.013 -0.013 -0.013
C -2.041265 -2.901010 3.423254 0.081 0.043 -0.075
C -1.603392 2.230698 0.702008 -0.099 -0.124 -0.032
C 2.782667 -0.023352 0.019240 0.022 0.013 -0.043
C 1.619902 6.727482 4.321824 -0.003 -0.004 0.022
C 2.771673 1.015800 -2.131970 -0.066 -0.029 -0.067
C -0.676237 -3.087987 3.480245 -0.058 0.095 -0.098
C -2.847033 2.743293 0.347411 -0.003 -0.010 -0.015
C -0.448728 -1.932209 -5.134852 -0.080 0.030 -0.020
C 2.339352 0.333285 4.807854 0.023 -0.006 0.009
C -0.992996 4.579905 -1.377072 0.008 0.037 0.000
C -3.637407 2.484800 2.604430 -0.021 -0.004 0.021
C -1.138431 -4.651264 -2.218023 0.019 -0.023 0.013
C -0.400936 5.485926 -3.524604 -0.001 -0.009 -0.017
C 0.693439 -8.899145 -0.915667 -0.064 0.062 -0.090
C -1.674716 -1.397337 1.599410 -0.032 -0.131 0.052
C 2.620657 -1.348797 -2.038872 0.040 0.037 0.035
C 0.597616 -4.894424 -0.617177 -0.009 0.000 -0.029
C 1.142280 2.383788 4.389266 -0.003 -0.029 -0.017
C -0.283136 -1.551072 1.602653 0.125 0.109 -0.141
C -2.182575 -0.884520 -6.431457 0.038 0.003 0.060
C 3.292735 2.026884 3.392215 0.013 0.013 0.016
H 1.678460 -2.530113 -3.523725 -0.005 -0.028 0.013
H -2.216713 1.663554 3.993360 0.000 0.001 -0.006
H 2.840025 1.022601 0.283874 0.005 0.071 0.002
H 4.264823 0.173182 3.873741 -0.013 0.014 0.001
H -1.909617 -9.731328 -2.657658 0.019 0.008 0.005
H -3.038540 3.057025 -0.670850 -0.007 -0.006 0.013
H 2.452017 1.968263 -1.724763 -0.025 -0.010 -0.025
H 2.325966 -1.031677 -4.163668 0.000 -0.010 -0.022
H 3.691094 -1.335416 -2.268635 0.014 0.017 0.005
H 2.680376 6.903881 4.184966 0.005 0.004 -0.005
H 1.369618 8.418108 5.616419 -0.002 -0.004 -0.002
H -4.819565 3.268652 0.995670 0.012 -0.004 0.001
H -0.444604 1.426180 2.340026 0.008 0.009 -0.019
H -1.634468 -2.613159 -2.661928 0.034 -0.004 0.003
H -2.903707 1.069108 -1.466419 0.029 0.055 -0.018
H 0.271894 3.003232 4.565616 0.004 0.015 0.003
H -1.449599 6.574230 -2.000143 0.006 -0.010 -0.002
H 0.596072 2.272551 -3.266746 0.125 0.072 0.060
H 1.258428 -5.518935 -0.028719 -0.010 0.009 -0.004
H -2.153644 6.126669 4.807360 0.005 0.000 -0.001
H -0.863734 4.615600 3.389717 -0.013 0.017 0.019
H 2.436160 -2.184370 -1.371113 0.040 0.047 -0.051
H 1.391574 -3.062666 0.086375 -0.078 -0.025 0.058
H 2.404117 -0.633685 5.290907 -0.004 0.010 -0.006
H 0.833145 4.840426 0.473022 0.037 -0.003 0.000
H -3.780089 -0.442827 -1.182759 0.005 0.006 0.012
H -3.392514 0.055309 -2.835495 0.008 -0.005 0.002
H -1.871187 -5.040847 -2.911558 0.009 0.009 0.007
H 4.119081 2.379757 2.782948 -0.012 0.001 0.002
H 0.417195 0.799592 5.639096 0.006 -0.005 0.003
H -4.426807 2.579429 3.338976 0.010 0.000 -0.008
H 1.330029 1.937318 1.314533 0.017 0.013 0.031
H 3.864547 0.967558 -2.115425 0.004 0.006 0.003
H 3.808560 -0.405691 0.022488 0.006 -0.010 0.003
H -0.141236 4.022338 1.685343 -0.006 0.022 -0.048
H 2.026097 2.781066 -0.056281 -0.003 0.022 -0.032
H 2.119759 -0.374863 2.015675 -0.006 0.018 0.046
H 2.429265 0.945050 -3.159903 -0.014 0.009 -0.001
H -1.053901 8.035942 5.932601 0.004 -0.005 -0.005
H -2.176762 -7.245192 -2.715374 0.018 -0.013 0.010
H -1.438245 4.724636 -0.402721 -0.011 -0.001 -0.014
H 0.643389 4.151923 -4.841242 0.000 0.000 0.011
H -0.401120 6.309653 -4.226644 0.000 -0.006 0.006
H 2.333728 -1.804647 1.048478 0.012 -0.138 0.067
```
Forces are in eV/Å.